Record 1
DFT (ωB97M-V/def2-TZVPD) results for C15H22F6N5OPRh as an isolated structure in a non-equilibrium geometry.

```
51
Properties=species:S:1:pos:R:3:lowdin_charge:R:1
Rh 0.389 0.157 -0.678 1.0390
C -2.090 -2.826 -2.359 0.0367
C -1.183 -1.609 -2.384 -0.4278
O -1.163 -0.969 -1.144 -0.2941
C -1.690 -0.600 -3.446 -0.5596
F -1.145 0.630 -3.247 0.0921
F -3.008 -0.442 -3.356 0.1835
F -1.388 -0.961 -4.686 0.1990
C 0.255 -2.041 -2.772 -0.5818
F 0.988 -0.976 -3.175 0.1308
F 0.301 -2.962 -3.716 0.2044
F 0.881 -2.526 -1.683 0.1330
H -3.056 -2.531 -1.959 0.1035
H -1.652 -3.583 -1.710 0.1079
H -2.215 -3.240 -3.359 0.1112
C -0.946 2.279 2.374 -0.1254
C 0.019 1.111 2.609 -0.3591
P -0.289 -0.270 1.486 0.9484
C -2.019 -0.738 1.678 -0.3611
C -2.342 -1.132 3.122 -0.1076
C 0.712 -1.710 1.998 -0.3453
C 1.487 -1.531 3.305 -0.1194
H -0.617 3.149 2.940 0.0882
H -1.957 2.033 2.701 0.0745
H -0.988 2.561 1.323 0.0487
H -0.051 0.737 3.631 0.0879
H 1.052 1.425 2.442 0.0836
H -2.202 -1.554 0.978 0.0819
H -2.629 0.105 1.347 0.0950
H -1.748 -1.984 3.455 0.0743
H -3.391 -1.418 3.183 0.0888
H -2.183 -0.308 3.819 0.0735
H 1.399 -1.927 1.180 0.0672
H 0.022 -2.553 2.062 0.0924
H 2.214 -0.722 3.236 0.0796
H 2.033 -2.448 3.521 0.0883
H 0.824 -1.334 4.148 0.0726
N -0.289 2.904 -1.970 0.0318
C 0.150 4.168 -2.028 -0.0384
C 1.036 4.347 -0.986 -0.0184
C 1.077 3.114 -0.335 -0.1336
N 0.256 2.250 -0.933 -0.1030
H -0.967 2.449 -2.561 0.1451
H -0.187 4.846 -2.797 0.1385
H 1.578 5.242 -0.734 0.1151
H 1.655 2.818 0.525 0.1104
N 2.338 0.179 -0.548 -0.0453
C 3.431 -0.113 -0.922 -0.3234
N 4.520 -0.419 -1.364 0.1245
C 5.819 -0.490 -1.176 -0.3388
N 6.959 -0.590 -1.034 0.1308
```

Results
Lowest unoccupied orbital energy (spin up / spin down) ... -0.195 / -0.195 Eh
Strongest force on any atom ... 1.35 eV/A
Energy relative to the best compared isomer or geometry (same formula, charge and spin) ... 0.0 kJ/mol
E_HOMO (spin up / spin down) ... -0.423 / -0.423 hartree
Total charge ... +1
HOMO-LUMO gap (spin up / spin down) ... 6.2 / 6.2 eV



Record 2
DFT (ωB97M-V/def2-TZVPD) results for one molecule with the formula C15H22FNO.

```
40
Properties=species:S:1:pos:R:3:lowdin_charge:R:1
C 1.447 3.097 -0.335 -0.1021
C 0.382 2.467 0.554 -0.2576
C 0.843 1.114 1.091 -0.2078
C -0.109 0.503 2.124 -0.1693
C -1.555 0.345 1.636 -0.2549
C -2.448 -0.385 2.658 -0.2008
C -2.116 -1.855 2.892 -0.1021
C -1.682 -0.303 0.263 -0.4855
O -2.460 0.111 -0.573 0.0657
N -0.907 -1.393 0.052 0.0813
C -0.783 -1.995 -1.262 -0.1209
C 0.380 -1.386 -2.004 -0.2178
C 1.618 -2.016 -2.039 -0.0367
C 2.698 -1.416 -2.663 -0.0060
C 2.521 -0.175 -3.246 -0.2777
F 3.571 0.417 -3.854 0.0556
C 1.301 0.477 -3.223 -0.0110
C 0.233 -0.136 -2.597 -0.0267
H 1.685 2.437 -1.166 0.0532
H 2.360 3.279 0.229 0.0728
H 1.098 4.045 -0.737 0.0704
H -0.533 2.337 -0.026 0.1039
H 0.162 3.136 1.389 0.1128
H 0.974 0.433 0.246 0.0961
H 1.821 1.237 1.563 0.1159
H -0.130 1.148 3.007 0.1223
H 0.297 -0.459 2.446 0.1010
H -1.983 1.345 1.517 0.1422
H -3.480 -0.313 2.310 0.1161
H -2.379 0.152 3.607 0.1123
H -2.228 -2.429 1.976 0.0656
H -1.104 -1.982 3.268 0.0652
H -2.799 -2.265 3.633 0.0724
H -0.200 -1.627 0.730 0.1344
H -1.718 -1.788 -1.788 0.1274
H -0.654 -3.074 -1.147 0.1235
H 1.741 -2.986 -1.579 0.1122
H 3.664 -1.895 -2.701 0.1169
H 1.200 1.443 -3.692 0.1206
H -0.727 0.356 -2.556 0.1171
```

Results
Lowest unoccupied orbital energy ... 0.027 Eh
Strongest force on any atom ... 0.58 eV/A
Energy relative to the best compared isomer or geometry (same formula, charge and spin) ... 7.7 kJ/mol
SMILES ... CCCC[C@H](CC)C(=O)NCc1ccc(F)cc1
E_HOMO ... -0.335 hartree
HOMO-LUMO gap ... 9.9 eV



Record 3
DFT (ωB97M-V/def2-TZVPD) results for C15H22FRuS4 as an isolated structure.

```
43
Properties=species:S:1:pos:R:3:lowdin_charge:R:1
Ru 0.371 0.214 0.124 0.4372
C 0.645 -2.313 -1.972 -0.4384
C -0.455 -2.647 -0.955 -0.4416
S 0.228 -2.139 0.662 0.8910
C -1.063 -1.978 1.945 -0.4431
C -0.417 -1.130 3.043 -0.4442
S 0.024 0.558 2.432 0.8960
C 1.749 0.818 3.050 -0.4313
C 2.678 1.347 1.951 -0.4180
S 2.601 0.067 0.649 0.8843
C 3.307 0.649 -0.927 -0.4305
C 2.862 -0.404 -1.946 -0.4488
S 1.020 -0.500 -2.049 0.8909
H 0.343 -2.623 -2.971 0.0973
H 1.569 -2.834 -1.721 0.0873
H -0.654 -3.717 -0.976 0.1029
H -1.376 -2.100 -1.159 0.0869
H -1.329 -2.955 2.347 0.1034
H -1.950 -1.504 1.527 0.0854
H 0.489 -1.609 3.416 0.0879
H -1.102 -1.007 3.879 0.0987
H 2.119 -0.138 3.424 0.0881
H 1.703 1.514 3.885 0.1000
H 3.695 1.446 2.329 0.1063
H 2.341 2.301 1.546 0.0922
H 4.394 0.683 -0.866 0.1073
H 2.926 1.643 -1.163 0.0928
H 3.245 -1.385 -1.666 0.0890
H 3.239 -0.162 -2.938 0.0993
F -4.977 0.307 -2.479 0.1345
C -3.880 0.739 -1.884 -0.2492
C -2.750 0.971 -2.657 0.0314
C -1.610 1.423 -2.027 -0.0648
C -1.588 1.660 -0.635 -0.3503
C -0.389 2.180 0.015 -0.1925
C -2.769 1.416 0.104 -0.0208
C -3.911 0.957 -0.511 0.0318
H -2.794 0.819 -3.726 0.1385
H -0.736 1.654 -2.623 0.1023
H -0.554 2.721 0.941 0.0616
H 0.367 2.654 -0.617 0.0872
H -2.778 1.623 1.168 0.1237
H -4.829 0.784 0.034 0.1381
```

Results
Lowest unoccupied orbital energy (spin up / spin down) ... -0.260 / -0.296 Eh
<S²> ... 0.7675
Strongest force on any atom ... 0.54 eV/A
Energy relative to the best compared isomer or geometry (same formula, charge and spin) ... 0.0 kJ/mol
E_HOMO (spin up / spin down) ... -0.533 / -0.547 hartree
2S+1 ... 2
Total charge ... +2
HOMO-LUMO gap (spin up / spin down) ... 7.4 / 6.8 eV



Record 4
DFT (ωB97M-V/def2-TZVPD) results for C15H22GeN2O5W as an isolated structure in a non-equilibrium geometry.

```
46
Properties=species:S:1:pos:R:3:lowdin_charge:R:1
W 0.424 0.047 0.879 1.6951
O 0.346 -2.100 -1.628 0.2060
C 0.015 -2.056 -0.477 -0.5411
O 0.835 -1.699 0.493 -0.1208
C -1.430 -2.293 0.016 -0.0520
C -1.545 -1.998 1.530 -0.2238
C -2.938 -2.356 2.060 -0.0555
C -3.808 -1.234 1.462 -0.0569
C -2.769 -0.422 0.689 -0.1939
O -1.568 -0.535 1.512 -0.2126
C -2.339 -1.182 -0.589 -0.0502
C -1.558 -0.146 -1.425 -0.4926
O -1.928 0.302 -2.463 0.2133
O -0.495 0.280 -0.746 -0.2364
H -1.741 -3.299 -0.275 0.1878
H -0.710 -2.358 2.158 0.1712
H -2.943 -2.322 3.148 0.1330
H -3.252 -3.349 1.750 0.1391
H -4.276 -0.630 2.237 0.1329
H -4.588 -1.607 0.804 0.1392
H -3.023 0.635 0.542 0.1767
H -3.173 -1.561 -1.180 0.1820
C 2.436 3.001 2.228 -0.1852
Ge 2.441 0.972 2.193 0.8524
C 2.431 0.680 -0.058 -0.1881
C 4.344 0.351 2.371 -0.1693
C 0.853 0.044 2.805 -0.2525
H 3.441 3.345 2.458 0.0345
H 1.790 3.372 3.021 0.0255
H 2.123 3.442 1.281 0.0169
H 2.943 1.604 -0.352 0.0764
H 1.640 0.519 -0.833 0.0416
H 3.167 -0.127 -0.203 0.0702
H 4.997 0.999 1.789 0.0465
H 4.451 -0.684 2.049 0.0374
H 4.653 0.413 3.412 0.0375
H 0.768 -0.048 3.883 0.0354
N -1.157 4.146 0.385 0.1233
C -1.581 3.927 1.658 -0.0304
C -1.134 2.687 2.005 -0.1059
N -0.435 2.145 0.939 -0.0885
C -0.483 3.071 -0.025 -0.1230
H -1.337 4.983 -0.154 0.1902
H -2.156 4.648 2.203 0.1384
H -1.247 2.149 2.933 0.1201
H -0.061 2.968 -1.013 0.1562
```

Results
Lowest unoccupied orbital energy ... -0.335 Eh
Strongest force on any atom ... 6.44 eV/A
Energy relative to the best compared isomer or geometry (same formula, charge and spin) ... 270.8 kJ/mol
E_HOMO ... -0.591 hartree
Total charge ... +2
HOMO-LUMO gap ... 7.0 eV



Record 5
DFT (ωB97M-V/def2-TZVPD) results for one molecule with the formula C15H22N2O3.

```
42
Properties=species:S:1:pos:R:3:lowdin_charge:R:1
C -6.045 1.018 -2.013 -0.0631
C -5.543 1.803 -0.805 -0.2445
O -4.722 1.025 0.046 -0.0461
C -3.436 0.769 -0.297 -0.2629
C -2.770 1.276 -1.411 -0.0067
C -1.447 0.945 -1.630 -0.0030
C -0.760 0.093 -0.772 -0.1481
C 0.662 -0.209 -1.089 -0.4780
O 1.366 0.551 -1.732 0.0560
N 1.122 -1.395 -0.616 0.0693
C 2.470 -1.849 -0.844 -0.1533
C 3.178 -2.322 0.445 -0.1824
N 3.571 -1.357 1.433 -0.1759
C 2.609 -0.865 2.396 -0.1515
C 2.045 0.522 2.055 -0.1879
O 3.084 1.445 1.824 -0.1263
C 3.888 1.015 0.742 -0.1811
C 4.535 -0.340 1.062 -0.1492
C -1.424 -0.398 0.351 -0.0316
C -2.738 -0.063 0.585 0.0053
H -5.217 0.696 -2.641 0.0673
H -6.586 0.136 -1.680 0.0796
H -6.713 1.641 -2.602 0.0775
H -5.021 2.715 -1.118 0.1166
H -6.388 2.091 -0.173 0.1235
H -3.264 1.935 -2.107 0.1067
H -0.921 1.344 -2.484 0.1218
H 0.484 -2.036 -0.173 0.1322
H 2.463 -2.690 -1.550 0.1218
H 3.009 -1.018 -1.303 0.1117
H 2.538 -3.057 0.944 0.1163
H 4.090 -2.841 0.127 0.1173
H 1.797 -1.585 2.505 0.1158
H 3.132 -0.783 3.359 0.1226
H 1.469 0.914 2.896 0.1263
H 1.395 0.473 1.170 0.0995
H 4.654 1.781 0.612 0.1253
H 3.277 0.959 -0.169 0.1050
H 5.122 -0.689 0.212 0.1236
H 5.206 -0.200 1.920 0.1239
H -0.910 -1.019 1.071 0.1075
H -3.259 -0.429 1.456 0.1191
```

Results
Lowest unoccupied orbital energy ... 0.027 Eh
Strongest force on any atom ... 0.49 eV/A
Energy relative to the best compared isomer or geometry (same formula, charge and spin) ... 218.8 kJ/mol
SMILES ... CCOc1ccc(C(=O)NCCN2CCOCC2)cc1
E_HOMO ... -0.289 hartree
HOMO-LUMO gap ... 8.6 eV